Formula: C25H55BrFNO14P2S
Source: the OMol25 dataset
Level of theory: ωB97M-V with the def2-TZVPD basis set

```
100
Properties=species:S:1:pos:R:3:forces:R:3
H -2.558 -3.980 3.903 -0.09 0.00 -0.12
N 1.018 3.755 -2.237 -0.54 -0.67 0.94
C -1.285 -6.466 2.575 -0.43 0.20 -0.14
H 1.493 -5.144 4.998 -0.08 -0.01 0.09
H -5.799 -5.590 3.841 0.05 0.04 -0.19
H -3.543 -2.296 -1.345 -0.09 -0.15 0.10
O -0.030 -6.424 3.259 1.86 -2.11 -2.08
C 0.882 2.293 -1.947 0.98 0.65 -0.84
H 0.777 -0.449 -0.020 -0.83 0.17 -0.66
P 0.570 -7.926 3.817 -2.53 1.36 8.47
H 1.085 0.485 -3.354 -0.39 0.95 0.33
H 5.578 0.172 1.334 0.58 0.00 -1.07
H 2.189 0.989 -0.602 -0.16 0.95 -0.22
H -4.255 6.224 -1.743 0.96 0.12 0.73
O 4.129 -0.073 -5.522 -0.01 0.85 0.26
O 3.356 1.964 -1.980 -0.71 0.77 0.98
H 3.584 1.040 -7.172 0.07 0.43 1.05
H 0.405 -6.206 5.932 0.01 -0.13 -0.11
H -4.385 6.523 0.029 0.63 -0.15 -0.88
H 2.542 2.836 -4.165 -0.60 -0.91 -0.28
O -3.721 -3.544 0.282 -3.16 1.25 0.91
C -2.513 7.302 -0.770 -0.58 0.56 -0.95
H -6.791 -4.775 2.600 -0.03 -0.13 0.15
O -3.255 -2.663 2.435 -0.73 0.19 -0.92
H 2.767 -9.199 2.580 0.16 -0.08 -0.01
C 1.413 -6.095 5.530 -0.06 0.65 -0.12
O 3.031 4.490 -0.184 -2.68 -2.00 0.12
H 1.980 3.997 -2.461 -0.40 0.01 -0.22
C -2.624 -2.914 3.685 -0.17 0.20 0.66
Br -1.631 2.496 1.694 0.75 -0.12 -0.56
H -1.739 0.458 -0.269 0.85 0.34 -0.81
H 5.403 1.829 -2.070 -1.08 -0.04 0.71
H 1.713 0.133 -5.379 0.36 1.02 -0.10
H 0.972 2.998 -5.023 0.88 -0.62 0.64
C 2.228 1.965 -1.148 -1.34 -0.75 -0.57
H -2.592 2.376 -1.279 1.06 0.57 -0.38
H -1.804 5.055 -2.074 0.24 -0.77 0.96
H 0.699 -0.835 -1.781 -0.71 0.60 0.78
H -0.876 9.080 1.480 -0.37 -0.74 -0.76
H -3.051 4.750 0.720 0.07 -0.20 -1.05
H -3.179 -2.410 4.479 0.07 -0.11 0.02
C -0.084 2.344 0.481 0.77 -1.33 -0.11
C -1.652 2.913 -1.614 -0.34 0.22 0.76
H 4.122 2.062 -5.750 -0.65 -0.78 -0.05
C 2.014 1.182 -5.650 0.55 0.56 -0.20
C -0.428 2.064 -1.038 -0.78 -0.13 -1.07
C -3.661 6.225 -0.785 0.43 -0.37 1.28
H -0.935 4.815 -0.522 -0.55 -0.67 -0.60
O 3.082 2.597 1.327 -2.60 0.66 -2.19
O 1.754 -7.157 4.652 0.21 -0.74 -0.93
H 3.890 -0.176 -0.169 0.56 0.35 -0.85
C 0.804 1.569 -3.358 -0.05 0.03 -0.44
H 3.373 -9.057 4.255 -0.12 0.07 -0.10
O -5.187 -3.677 3.353 -1.37 1.52 -2.74
C 4.759 0.214 -0.757 1.50 0.23 0.73
H -2.964 8.282 -1.128 0.41 -0.92 0.32
C 1.659 2.250 -4.520 -1.05 -0.21 -0.54
H -2.929 -1.625 0.173 -0.15 -0.05 0.09
S 2.312 3.256 0.216 4.75 0.65 2.73
H 1.444 1.431 -6.592 0.52 -0.21 1.05
C -3.149 4.754 -0.394 -0.02 0.85 -0.68
H 6.761 -0.507 0.091 -0.79 0.60 0.22
O 0.756 3.484 0.733 0.68 -0.09 -1.22
H -1.353 -7.344 1.932 -0.18 0.11 0.04
H -1.699 2.895 -2.741 0.34 -0.26 1.19
O 1.334 -9.433 4.081 -0.04 1.58 -3.16
H -1.669 7.079 -1.488 -0.85 -0.02 0.60
H -4.689 -1.739 -0.113 0.07 0.15 -0.12
C -6.227 -4.638 3.524 -0.28 -0.34 0.28
H 2.928 -10.640 3.600 -0.20 0.06 -0.02
H 2.125 -6.091 6.355 0.06 -0.18 -0.11
O -3.867 -5.162 2.004 -1.68 1.00 -0.80
H -6.902 -4.282 4.303 0.08 0.14 -0.10
C 4.585 1.690 -1.299 1.83 -1.15 -0.08
H 5.092 0.014 -5.541 -0.30 -0.01 -0.05
C -0.971 0.566 -1.094 0.28 -0.44 1.04
H -1.376 -5.569 1.962 0.13 -0.09 0.04
H 4.846 2.389 -0.462 -0.86 -0.35 -0.75
H 5.099 -0.516 -1.549 -0.99 0.90 0.59
F -1.716 0.295 -2.281 0.96 0.32 0.83
O -0.616 -8.245 4.715 0.66 -0.29 -1.91
O -1.964 7.514 0.534 -0.02 0.55 -0.43
H 0.354 4.050 -2.947 0.42 0.00 0.10
C -3.727 -2.226 -0.271 0.28 0.38 -0.41
P -4.358 -3.729 1.858 7.26 -4.05 3.35
H 0.495 1.443 0.855 -0.88 0.95 -0.19
C 2.672 -9.579 3.598 0.51 -0.26 0.11
H -3.965 4.037 -0.690 0.84 0.52 0.35
H -0.514 -1.521 -0.659 0.65 1.03 -0.22
C -0.982 8.563 0.490 0.76 0.12 -0.18
H -2.099 -6.473 3.300 0.09 -0.16 -0.04
C 3.541 1.148 -6.045 -0.47 -0.77 -1.05
H 6.504 1.279 0.267 -0.51 -1.05 -0.13
C -1.774 4.409 -1.141 -1.12 0.87 -0.22
H -1.617 -2.497 3.648 -0.07 0.03 -0.21
H 0.028 8.137 0.220 -0.92 0.35 0.21
H -1.225 9.350 -0.278 0.00 -0.73 0.67
C 5.985 0.275 0.287 -0.42 0.37 0.25
C 0.072 -0.576 -0.883 -0.30 -1.26 -0.28
H -0.272 1.663 -3.699 1.16 -0.46 0.50
```
Forces are in eV/Å.

Values from the calculation:
HOMO energy (eV): -9.50
Lowest unoccupied orbital energy (eV): -2.199
DFT total energy (eV): -159137.6960
HOMO-LUMO gap (Ha): 0.268